[1]
Computed, not measured: 2 unconnected molecules or ions with the total composition C2H9NS at a distorted geometry, with ωB97M-V with the def2-TZVPD basis set.

Positions of all 13 atoms, in Å:
C 0.96 1.74 0.53
C -0.50 1.47 0.79
S -0.98 -0.18 -0.09
H 1.15 2.17 -0.45
H 1.50 0.79 0.55
H 1.38 2.39 1.31
H -1.24 2.11 0.31
H -0.86 1.22 1.78
H -0.06 -1.23 0.05
N 1.14 -2.40 -1.03
H 1.62 -1.86 -0.31
H 0.33 -2.79 -0.54
H 0.60 -1.71 -1.55

The value obtained for the total energy is -14544.2487 eV. The HOMO energy is -9.003 eV. The value obtained for the frontier orbital gap is 9.91 eV. The value obtained for the max |F| is 2.920 eV/A. The value obtained for the energy above the lowest of the compared OMol25 structures with the same formula, charge and spin is 100.80 kJ/mol. The SMILES is CCS.N.

[2]
Computed, not measured: 3 unconnected molecules or ions with the total composition C2H9O3 at a distorted geometry, with ωB97M-V with the def2-TZVPD basis set.

Positions of all 14 atoms, in Å:
C -0.79 -0.54 0.61
O 0.23 0.31 0.89
C -0.75 -1.04 -0.90
H -1.84 -0.28 0.75
H -0.45 -1.45 1.14
H -0.11 -1.90 -1.01
H -0.20 -0.26 -1.43
H -1.74 -1.10 -1.33
H 0.44 2.05 0.36
H -0.81 2.47 1.06
O -0.06 2.84 0.60
H 2.45 -1.05 -0.39
H 1.43 0.08 0.14
O 2.20 -0.13 -0.49

The value obtained for the total energy is -8359.2393 eV. As for the expectation value of S²: 0.754. The HOMO energy (alpha / beta) is -10.730 / -10.690 eV. The value obtained for the frontier orbital gap (alpha / beta) is 11.32 / 7.67 eV. The value obtained for the max |F| is 2.505 eV/A. Its multiplicity is 2. The value obtained for the energy above the lowest of the compared OMol25 structures with the same formula, charge and spin is 67.77 kJ/mol.

[3]
Computed, not measured: 3 unconnected molecules or ions with the total composition C2H9OS at a distorted geometry, with ωB97M-V with the def2-TZVPD basis set.

Positions of all 13 atoms, in Å:
O 1.91 -1.25 -0.63
H 2.03 -2.16 -0.95
H 3.82 2.15 -2.38
H 2.83 -0.96 -0.67
C -0.88 -0.12 1.96
C -0.79 0.79 0.81
S -0.94 0.20 -0.76
H 0.08 -0.65 1.93
H -1.12 0.43 2.89
H -1.64 -0.92 1.76
H 4.01 2.84 -2.56
H -0.79 1.89 0.86
H 0.35 -0.33 -0.85

The value obtained for the total energy is -15077.2395 eV. As for the expectation value of S²: 0.754. The HOMO energy (alpha / beta) is -19.540 / -19.539 eV. The total charge is +2. The value obtained for the frontier orbital gap (alpha / beta) is 5.80 / 4.32 eV. The value obtained for the max |F| is 1.932 eV/A. Its multiplicity is 2. The value obtained for the energy above the lowest of the compared OMol25 structures with the same formula, charge and spin is 206.26 kJ/mol.

[4]
Computed, not measured: a molecular structure, C2HAgFLiO2 at a distorted geometry, with ωB97M-V with the def2-TZVPD basis set.

Positions of all 8 atoms, in Å:
F 2.21 0.66 0.25
O -1.38 1.02 0.36
C -0.06 1.31 0.14
C 0.88 0.33 0.18
O 0.61 -0.93 0.10
Li -1.09 -0.48 2.01
Ag -1.36 -0.99 -1.05
H 0.16 2.30 -0.27

The value obtained for the total energy is -13104.5936 eV. The HOMO energy (alpha / beta) is -6.012 / -6.018 eV. The value obtained for the frontier orbital gap (alpha / beta) is 4.79 / 4.80 eV. The value obtained for the max |F| is 1.900 eV/A.

[5]
Computed, not measured: a single C2HBr2ClF2 molecule at a distorted geometry, with ωB97M-V with the def2-TZVPD basis set.

Positions of all 8 atoms, in Å:
C 0.02 0.15 0.94
C 1.84 -0.14 0.81
F -0.17 1.00 1.98
F 2.30 -0.25 2.09
Cl -0.77 -1.39 1.25
Br 2.77 1.27 -0.15
Br 2.15 -1.60 -0.24
H -0.23 0.45 -0.01

The value obtained for the total energy is -160131.0693 eV. The HOMO energy is -10.290 eV. The value obtained for the frontier orbital gap is 10.65 eV. The value obtained for the max |F| is 4.937 eV/A. The value obtained for the energy above the lowest of the compared OMol25 structures with the same formula, charge and spin is 69.30 kJ/mol.

[6]
Computed, not measured: a molecular structure, C2HBr2ClOS at a distorted geometry, with ωB97M-V with the def2-TZVPD basis set.

Positions of all 8 atoms, in Å:
C -0.27 -0.22 -0.47
C -0.99 0.90 0.07
O 2.02 -1.09 -0.94
S 1.37 -0.39 0.14
Cl 0.86 -1.64 1.80
Br -2.69 1.37 -0.49
Br -0.03 1.83 1.32
H -0.28 -0.76 -1.41

The value obtained for the total energy is -167577.9604 eV. The HOMO energy is -9.663 eV. The value obtained for the frontier orbital gap is 8.75 eV. The value obtained for the max |F| is 5.657 eV/A. The value obtained for the energy above the lowest of the compared OMol25 structures with the same formula, charge and spin is 50.23 kJ/mol.

[7]
Computed, not measured: 2 unconnected molecules or ions with the total composition C2HBr3O2 at a distorted geometry, with ωB97M-V with the def2-TZVPD basis set.

Positions of all 8 atoms, in Å:
O 2.40 0.17 0.98
C 3.29 0.55 0.25
Br 4.03 2.40 0.28
C 3.99 -0.35 -0.69
O 4.66 -0.02 -1.60
Br 3.94 -2.16 -0.15
Br -1.34 -1.59 0.59
H -0.48 -2.68 0.92

The value obtained for the total energy is -216311.8066 eV. The HOMO energy is -10.899 eV. The value obtained for the frontier orbital gap is 9.25 eV. The value obtained for the max |F| is 4.112 eV/A. The value obtained for the energy above the lowest of the compared OMol25 structures with the same formula, charge and spin is 16.53 kJ/mol. The SMILES is O=C(Br)C(=O)Br.Br.

[8]
Computed, not measured: a single C2HBr4N3 molecule at a distorted geometry, with ωB97M-V with the def2-TZVPD basis set.

Positions of all 10 atoms, in Å:
Br 1.61 -1.91 -1.53
C 0.43 -0.91 -0.55
N -0.79 -1.21 -0.33
N -1.57 -0.26 0.10
Br -2.45 -0.68 1.73
N -0.43 1.05 0.35
Br -0.99 2.47 -0.64
C 0.84 0.46 0.02
Br 2.00 0.06 1.56
H 1.35 0.93 -0.70

The value obtained for the total energy is -286725.8262 eV. The HOMO energy is -9.375 eV. The value obtained for the frontier orbital gap is 8.61 eV. The value obtained for the max |F| is 4.049 eV/A. The value obtained for the energy above the lowest of the compared OMol25 structures with the same formula, charge and spin is 164.64 kJ/mol. The SMILES is BrC1=NN(Br)N(Br)[C@H]1Br.

[9]
Computed, not measured: 2 unconnected molecules or ions with the total composition C2HBrCl2F2 at a distorted geometry, with ωB97M-V with the def2-TZVPD basis set.

Positions of all 8 atoms, in Å:
F -1.00 1.34 -0.71
C 0.19 0.71 -0.61
Cl 1.46 1.60 0.21
C 0.31 -0.58 -0.93
Cl 1.97 -1.26 -0.87
Br -1.12 -1.45 -1.72
F -1.08 -0.35 1.86
H -0.74 0.00 2.76

The value obtained for the total energy is -102611.0497 eV. The HOMO energy is -9.448 eV. The value obtained for the frontier orbital gap is 9.80 eV. The value obtained for the max |F| is 4.180 eV/A. The value obtained for the energy above the lowest of the compared OMol25 structures with the same formula, charge and spin is 149.94 kJ/mol. The SMILES is F/C(Cl)=C(/Cl)Br.F.

[10]
Computed, not measured: 2 unconnected molecules or ions with the total composition C2HBrCl2F2 at a distorted geometry, with ωB97M-V with the def2-TZVPD basis set.

Positions of all 8 atoms, in Å:
C 0.66 -0.06 -0.12
C 1.20 1.29 0.02
F 0.14 2.15 0.09
F 2.13 1.78 -0.85
Cl 1.66 -1.27 -0.37
Cl 1.88 1.30 1.67
Br 3.53 -3.89 1.51
H -0.30 -0.16 0.09

The value obtained for the total energy is -102609.3437 eV. The HOMO energy (alpha / beta) is -11.471 / -8.977 eV. The value obtained for the frontier orbital gap (alpha / beta) is 10.37 / 5.23 eV. The value obtained for the max |F| is 4.313 eV/A. The value obtained for the energy above the lowest of the compared OMol25 structures with the same formula, charge and spin is 314.54 kJ/mol.